Record 1
The following is a quantum chemistry calculation of a structure of composition C16H10HoI2N2S in a non-equilibrium geometry, from the OMol25 dataset.

Atoms and positions in Å:
Ho (-0.08107, 0.15449, 0.04026)
C (3.52365, -2.92413, 0.02571)
C (2.85388, -4.13545, -0.00290)
C (1.46880, -4.16401, -0.02329)
C (0.72757, -2.98220, -0.01818)
C (1.39808, -1.73001, 0.00566)
C (2.79508, -1.74090, 0.03779)
C (-0.75713, -3.01312, -0.02274)
C (-1.49728, -4.21588, -0.00356)
C (-2.86163, -4.19032, -0.00282)
C (-3.55248, -2.95882, -0.00455)
C (-4.95888, -2.84123, 0.00662)
C (-5.55017, -1.60852, 0.01894)
C (-4.76346, -0.44096, 0.02354)
C (-3.39892, -0.52976, 0.00929)
C (-2.76380, -1.78981, -0.01122)
N (-1.39828, -1.84091, -0.03504)
H (4.60560, -2.89181, 0.04152)
H (3.40979, -5.06347, -0.00352)
H (0.97832, -5.12799, -0.04449)
H (3.33882, -0.80218, 0.07193)
H (-0.98114, -5.16227, 0.01018)
H (-3.41940, -5.11877, 0.00493)
H (-5.55937, -3.74215, 0.00624)
H (-6.62760, -1.51847, 0.02694)
H (-5.24774, 0.52608, 0.03911)
H (-2.79815, 0.38193, 0.01261)
I (0.48104, -0.48863, 2.90904)
I (-0.26613, 0.27366, 5.43956)
S (-0.03432, 5.08522, -0.02071)
C (-0.17100, 3.52753, 0.00173)
N (-0.27748, 2.33087, 0.01252)

Forces on atoms 1 to 3 (eV/Å):
Ho -0.5046 -0.2001 -0.1900
C 0.0525 0.1165 -0.0174
C 0.0742 -0.0060 0.0124

orbital gap (alpha / beta) = 5.903 / 5.949 eV
total charge = +1
energy = -72564.6936 eV
F_max = 1.123 eV/A
⟨S²⟩ = 6.004
multiplicity = 5
highest occupied orbital energy (alpha / beta) = -11.57 / -11.58 eV

***

Record 2
The following is a quantum chemistry calculation of a cluster of 2 separate species, C16H11Cl4NO2S in total in a non-equilibrium geometry, from the OMol25 dataset.

Atoms and positions in Å:
Cl (0.28780, 1.37533, 3.60948)
C (-0.67102, 2.00223, 2.33002)
C (-0.19181, 3.04044, 1.54664)
Cl (1.38147, 3.66184, 1.74853)
C (-1.00854, 3.72984, 0.54702)
O (-0.60631, 4.67228, -0.12622)
C (-2.47186, 3.22495, 0.38562)
O (-3.20951, 3.73339, -0.45186)
C (-2.88098, 2.12732, 1.26042)
Cl (-4.48976, 1.61477, 1.07130)
C (-2.03043, 1.55271, 2.19350)
Cl (-2.61357, 0.34374, 3.25289)
C (2.94496, -0.19577, 2.51123)
S (3.74529, -1.62124, 1.68782)
C (4.26894, -2.64201, 3.12256)
C (2.40230, -2.45963, 1.06809)
C (1.83566, -2.19743, -0.19228)
C (0.71839, -2.99365, -0.60243)
C (0.07917, -2.74700, -1.80154)
C (0.54331, -1.72830, -2.65262)
C (-0.11991, -1.46550, -3.89458)
N (-0.65839, -1.24681, -4.91139)
C (1.66227, -0.95914, -2.28349)
C (2.31862, -1.19071, -1.08763)
H (2.58829, 0.48132, 1.72390)
H (2.09092, -0.56095, 3.09705)
H (3.68600, 0.31281, 3.14387)
H (4.82488, -3.49453, 2.71334)
H (4.93865, -2.02240, 3.73212)
H (3.39231, -2.97437, 3.69129)
H (2.14512, -3.37863, 1.60013)
H (0.39947, -3.80255, 0.05791)
H (-0.79554, -3.33359, -2.09386)
H (2.00430, -0.16549, -2.95292)
H (3.22242, -0.62780, -0.84054)

Forces on atoms 1 to 3 (eV/Å):
Cl -0.2519 0.1259 -0.2488
C 1.3073 2.0680 -0.7507
C 0.0888 -1.3924 1.2983

orbital gap = 4.079 eV
energy relative to the best compared isomer or geometry (same formula, charge and spin) = 70.92 kJ/mol
energy = -83276.4552 eV
F_max = 2.559 eV/A
highest occupied orbital energy = -6.81 eV

***

Record 3
The following is a quantum chemistry calculation of a structure of composition C16H11Co2N2O7 in a non-equilibrium geometry, from the OMol25 dataset.

Atoms and positions in Å:
C (0.25567, 1.62733, 3.15233)
C (-1.12557, 1.48153, 2.95352)
C (-1.64171, 1.48752, 1.65598)
C (-0.73683, 1.61916, 0.56949)
C (-1.21242, 1.46903, -0.85885)
N (-0.27773, 1.18449, -1.84340)
N (-0.91678, 1.01103, -3.08786)
O (-2.37463, 1.62064, -1.18165)
C (0.63719, 1.83150, 0.77818)
C (1.13533, 1.82162, 2.08142)
H (0.64040, 1.58671, 4.16417)
H (-1.81950, 1.36776, 3.78162)
H (-2.71295, 1.41924, 1.43127)
H (0.65007, 0.91982, -1.66282)
H (-1.73636, 0.43596, -2.75748)
H (-1.19030, 1.95445, -3.18953)
H (1.30069, 2.04215, -0.07725)
H (2.20034, 1.97096, 2.23725)
O (5.23439, 0.08134, -4.63302)
C (4.60822, 0.58162, -5.45166)
Co (3.66729, 1.37324, -6.70006)
C (3.68407, 3.07756, -6.25590)
O (3.70266, 4.20629, -5.97441)
C (4.98750, 1.14054, -7.83766)
O (5.86627, 1.00560, -8.57928)
C (2.03293, 0.59770, -5.80149)
C (1.00283, 1.28494, -5.20943)
C (-0.37382, 0.76619, -4.44289)
Co (1.04428, 1.56727, -7.07383)
C (0.55844, 3.25611, -6.84651)
O (0.26865, 4.37462, -6.82768)
C (-0.15188, 0.94670, -8.31322)
O (-0.78367, 0.64825, -9.22892)
C (2.34163, 1.76279, -8.34876)
O (2.56348, 2.03954, -9.46396)
H (2.02261, -0.48632, -5.62444)
H (-1.23339, 1.24332, -4.99661)
H (-0.46403, -0.29239, -4.49090)

Forces on atoms 1 to 3 (eV/Å):
C -0.1409 -0.0698 -0.1666
C 0.0749 0.1355 -0.7143
C 0.7316 0.1638 -0.8302

orbital gap = 3.255 eV
total charge = -1
energy relative to the best compared isomer or geometry (same formula, charge and spin) = 233.45 kJ/mol
energy = -109330.4677 eV
F_max = 4.849 eV/A
highest occupied orbital energy = -1.87 eV

***

Record 4
The following is a quantum chemistry calculation of the molecule C16H11N in a non-equilibrium geometry, from the OMol25 dataset.

Atoms and positions in Å:
N (0.32266, -1.45418, -3.74104)
C (0.25274, -0.50376, -2.84896)
C (-0.14615, 2.47817, 3.66564)
C (-0.04055, 1.19985, 3.31944)
C (0.32201, 3.27048, 2.52776)
C (-0.35716, -3.03244, -1.87976)
C (0.66438, 2.69024, 0.12373)
C (-0.62008, -2.18689, 0.45187)
C (0.47993, 1.66722, -0.85882)
C (-0.62075, -1.13729, 1.31288)
C (-0.03411, -0.67075, -1.35680)
C (0.19077, 1.15226, 1.88492)
C (0.54726, 2.40933, 1.46626)
C (-0.31745, -1.97927, -0.91813)
C (0.10537, 0.36513, -0.43021)
C (-0.08041, 0.10654, 0.92178)
C (-0.10196, -2.77812, -3.32478)
H (0.59842, 0.47092, -3.18323)
H (-0.42001, 2.78065, 4.66104)
H (-0.19262, 0.29327, 3.92973)
H (0.32994, 4.39735, 2.33021)
H (-0.72285, -3.95689, -1.55501)
H (1.03164, 3.68378, -0.11689)
H (-0.84892, -3.22552, 0.74629)
H (0.73912, 2.00579, -1.99259)
H (-0.97249, -1.40141, 2.32310)
H (-0.90108, -3.25936, -3.94582)
H (0.79231, -3.38510, -3.51262)

Forces on atoms 1 to 3 (eV/Å):
N -1.3940 1.4430 1.5786
C 0.6038 -1.4721 0.1657
C 1.0847 1.6464 0.1601

orbital gap = 4.899 eV
SMILES string = C1=Cc2c(ccc3c4c(ccc23)=CCN=C4)=C1
energy relative to the best compared isomer or geometry (same formula, charge and spin) = 122.44 kJ/mol
energy = -18256.6466 eV
F_max = 5.144 eV/A
highest occupied orbital energy = -6.72 eV

***

Record 5
The following is a quantum chemistry calculation of a structure of composition C16H11N3O3S in a non-equilibrium geometry, from the OMol25 dataset.

Atoms and positions in Å:
C (4.47645, -2.99738, -1.88721)
H (4.12971, -3.62863, -2.74094)
O (3.15699, -2.34554, -1.39467)
C (2.35218, -3.12080, -0.86505)
C (2.49069, -4.46460, -0.90764)
C (1.54912, -5.25748, -0.07228)
C (0.54135, -4.58801, 0.50725)
C (0.17443, -3.27309, 0.20219)
C (1.20499, -2.55819, -0.40633)
C (1.20457, -1.00792, -0.50838)
C (0.16853, -0.30586, -0.01897)
C (0.44101, 1.12635, -0.48575)
O (1.52758, 1.83993, -1.16368)
N (-0.64165, 1.96389, 0.13469)
C (-1.62153, 1.26246, 0.55480)
N (-2.41659, 2.03318, 1.16183)
C (-1.96726, 3.42408, 0.65970)
N (-0.82839, 3.29479, 0.10911)
C (-3.02930, 4.49752, 0.94669)
C (-4.05048, 4.54988, 1.68596)
C (-4.41832, 5.91141, 1.46223)
C (-3.29684, 6.44291, 1.07920)
O (-2.48720, 5.62970, 0.64624)
H (-3.10125, 7.54566, 0.85005)
H (-5.51379, 6.30350, 1.81668)
H (-4.72159, 3.83588, 1.99072)
S (-1.13926, -0.30409, 0.64740)
H (1.90304, -0.69362, -0.94371)
H (-0.50900, -2.75324, 0.76493)
H (-0.41813, -5.09271, 0.97350)
H (1.40558, -6.39163, 0.03545)
H (3.27450, -5.13123, -1.20758)
H (5.00727, -3.55017, -1.15144)
H (5.15258, -2.19696, -2.47498)

Forces on atoms 1 to 3 (eV/Å):
C -1.5001 2.6685 -3.4378
H 0.3880 0.0435 0.9107
O 7.9411 3.3672 -3.4103

orbital gap = 7.079 eV
energy = -38205.1162 eV
F_max = 16.217 eV/A
highest occupied orbital energy = -8.23 eV

***

Record 6
The following is a quantum chemistry calculation of a structure of composition C16H11N4O2S3Sr in a non-equilibrium geometry, from the OMol25 dataset.

Atoms and positions in Å:
Sr (-2.13680, -1.42526, -1.86320)
C (4.42163, 0.69394, 2.04367)
C (3.66922, 0.22038, 0.87258)
C (3.82775, 0.98230, -0.32886)
C (3.02299, 0.66008, -1.46333)
C (2.09763, -0.34992, -1.35296)
C (1.92097, -1.04989, -0.22944)
C (2.67543, -0.78448, 0.84705)
S (0.83790, -0.35965, -2.68023)
O (0.24336, -1.68467, -2.69579)
O (1.63391, -0.09939, -3.88428)
N (-0.19641, 0.81620, -2.41894)
C (-0.31086, 1.28398, -1.11091)
C (0.23024, 2.47315, -0.75572)
C (0.13624, 2.75325, 0.57725)
C (-0.52773, 1.92093, 1.46603)
C (-1.13266, 0.79063, 0.99356)
N (-0.98261, 0.48049, -0.28747)
H (5.24191, 0.02351, 2.30614)
H (3.89172, 0.69472, 2.97269)
H (4.88162, 1.66742, 1.89427)
H (4.78991, 1.48689, -0.44691)
H (3.11134, 1.24829, -2.44069)
H (1.25406, -1.89471, -0.12620)
H (2.47776, -1.35488, 1.68057)
H (0.67805, 3.11711, -1.48014)
H (0.51664, 3.70656, 1.04601)
H (-0.46671, 2.27649, 2.49593)
H (-1.76992, 0.29169, 1.64895)
S (-3.06971, -3.16397, 0.06787)
C (-4.63354, -2.51194, -0.54547)
S (-4.87020, -2.10204, -2.27277)
C (-5.58893, -2.26980, 0.41384)
C (-5.47970, -2.58878, 1.81813)
N (-5.50657, -2.91516, 2.93217)
C (-6.93842, -1.79317, 0.13529)
N (-7.94949, -1.24029, 0.17132)

Forces on atoms 1 to 3 (eV/Å):
Sr 0.4024 0.3750 -0.1760
C 1.3952 -0.6828 0.8387
C -1.4888 1.0655 -2.2309

orbital gap = 7.110 eV
total charge = -1
energy = -60170.3027 eV
F_max = 3.716 eV/A
highest occupied orbital energy = -4.95 eV

***

Look up the energy of the third one.
-109330.4677 eV

***

The highest F_max belongs to which entry?
C16H11N3O3S

***

energy of number 6 (C16H11N4O2S3Sr)?
-60170.3027 eV